Entry 1:
{
  "formula": "C3H7NO",
  "method": "ωB97M-V with the def2-TZVPD basis set",
  "homo_ev": -9.4,
  "de_lowest_kcal_mol": 89.2,
  "charge": 0,
  "e_tot_ha": -248.3844,
  "multiplicity": 1,
  "homo_lumo_gap_ev": 9.95,
  "elements": ["C", "C", "C", "O", "N", "H", "H", "H", "H", "H", "H", "H"],
  "xyz": [[-0.59566, -0.48458, -0.21522], [0.43761, 0.53616, 0.24139], [1.74863, 0.01511, 0.17233], [2.11854, -0.92436, -0.52293], [-1.96420, -0.03570, 0.05128], [-0.38773, -0.72256, -1.26289], [-0.39584, -1.37462, 0.38196], [0.23391, 1.55816, -0.04973], [0.89528, -0.07477, 1.21002], [2.48640, 0.76942, 0.50659], [-2.60923, -0.22931, -0.70450], [-1.96771, 0.96705, 0.19168]],
  "forces_ev_per_a": [[-0.05, 0.27, -0.08], [-1.32, -3.29, 0.51], [3.45, 1.80, -5.02], [-0.07, -0.91, 1.19], [0.08, 0.36, -0.02], [-0.20, -0.06, -0.05], [-0.10, -0.29, -0.36], [0.38, 0.53, 1.50], [-2.41, 2.16, 1.65], [0.26, -0.41, 0.64], [0.17, -0.11, 0.02], [-0.19, -0.04, 0.00]],
  "mulliken_charge": [-0.182, -0.490, -0.014, -0.545, -0.538, 0.234, 0.186, 0.346, 0.177, 0.375, 0.239, 0.210]
}

Entry 2:
{
  "formula": "C3H7NO",
  "method": "ωB97M-V with the def2-TZVPD basis set",
  "homo_ev": -9.4,
  "smiles": "N[C@@H]1C[C@H]1O",
  "de_lowest_kcal_mol": 45.4,
  "charge": 0,
  "e_tot_ha": -248.4542,
  "multiplicity": 1,
  "homo_lumo_gap_ev": 10.37,
  "elements": ["C", "C", "C", "H", "H", "H", "H", "H", "H", "H", "N", "O"],
  "xyz": [[0.37636, -0.12342, -0.42834], [-0.22446, 1.22424, 0.00351], [-0.82060, -0.04241, 0.45809], [2.43204, -0.03893, -0.30616], [1.77731, -1.48247, 0.22478], [0.13576, -0.47999, -1.40399], [-0.76842, 1.74753, -0.76040], [0.37432, 1.82452, 0.69279], [-0.73571, -0.31926, 1.54266], [-2.15076, -1.41708, -0.07974], [1.65921, -0.45227, 0.16896], [-2.05506, -0.44047, -0.11215]],
  "forces_ev_per_a": [[0.73, 0.69, 1.28], [0.35, -0.20, -0.62], [-0.47, -1.38, 1.55], [0.43, 0.16, -0.42], [0.09, 1.12, -0.13], [-0.05, -0.03, -0.74], [-0.13, 0.28, -0.12], [-0.35, -0.32, -0.19], [0.16, 0.31, -1.12], [0.36, 0.98, 0.07], [-1.07, -1.39, 0.41], [-0.05, -0.24, 0.03]],
  "mulliken_charge": [-0.071, -0.756, 0.054, 0.216, 0.217, 0.340, 0.244, 0.273, 0.333, 0.311, -0.620, -0.540]
}

Entry 3:
{
  "formula": "C3H7NO",
  "method": "ωB97M-V with the def2-TZVPD basis set",
  "homo_ev": -9.4,
  "smiles": "CC=O.C=N",
  "de_lowest_kcal_mol": 49.6,
  "charge": 0,
  "e_tot_ha": -248.4475,
  "multiplicity": 1,
  "homo_lumo_gap_ev": 10.25,
  "elements": ["C", "N", "H", "H", "H", "O", "C", "C", "H", "H", "H", "H"],
  "xyz": [[-1.42319, 2.45104, 0.23620], [-0.65824, 2.29551, 1.21785], [-2.05247, 3.32997, 0.21140], [-1.49262, 1.71585, -0.57100], [-0.01435, 1.50803, 1.16562], [1.34638, 0.01344, 0.30353], [1.41369, -0.97514, -0.38940], [0.32389, -1.99702, -0.33184], [2.29801, -1.25461, -0.97093], [0.75137, -2.78893, 0.30123], [0.14986, -2.56781, -1.25103], [-0.64234, -1.73031, 0.07837]],
  "forces_ev_per_a": [[0.23, -0.69, 0.00], [0.52, 0.67, 0.63], [-0.33, 0.09, -0.11], [-0.04, 0.21, -0.26], [-0.39, -0.26, -0.26], [0.61, 0.04, -0.61], [-1.34, 0.16, 1.09], [0.22, -1.60, -0.46], [0.29, 0.23, -0.21], [-0.10, 0.11, 0.23], [0.17, 0.46, -0.23], [0.16, 0.59, 0.18]],
  "mulliken_charge": [-0.225, -0.604, 0.254, 0.197, 0.409, -0.461, 0.133, -0.915, 0.320, 0.274, 0.332, 0.288]
}

Entry 4:
{
  "formula": "C3H7NO",
  "method": "ωB97M-V with the def2-TZVPD basis set",
  "homo_ev": -9.4,
  "smiles": "CC=O.C=N",
  "de_lowest_kcal_mol": 44.1,
  "charge": 0,
  "e_tot_ha": -248.4562,
  "multiplicity": 1,
  "homo_lumo_gap_ev": 10.51,
  "elements": ["C", "N", "C", "O", "C", "H", "H", "H", "H", "H", "H", "H"],
  "xyz": [[-2.05562, -0.24902, 0.45514], [-1.15766, 0.62237, 0.65565], [0.83202, -0.30451, -0.68957], [0.43444, -1.44026, -0.83372], [1.79982, 0.13218, 0.37674], [0.54562, 0.48690, -1.41050], [-3.05614, -0.21457, 0.89817], [-1.81652, -1.09162, -0.19847], [-1.47329, 1.35868, 1.28673], [2.79206, 0.23165, -0.07838], [1.84190, -0.60940, 1.17643], [1.50675, 1.10426, 0.77969]],
  "forces_ev_per_a": [[0.17, 0.12, 0.02], [-0.43, -0.14, 0.06], [0.05, -0.23, -0.08], [0.18, 0.43, 0.05], [0.00, -0.09, 0.04], [0.03, -0.11, 0.03], [0.11, 0.02, -0.02], [-0.04, 0.10, 0.08], [-0.08, -0.01, -0.02], [-0.07, -0.01, 0.04], [0.02, 0.06, -0.10], [0.06, -0.13, -0.10]],
  "mulliken_charge": [-0.284, -0.396, 0.241, -0.533, -0.917, 0.339, 0.252, 0.226, 0.219, 0.324, 0.249, 0.280]
}